No. 1
A single C4H6N2 molecule at a distorted geometry, computed with ωB97M-V with the def2-TZVPD basis set.

Values from the calculation:
Total charge = 0
SMILES string = C[C@H]1N[C@H]1C#N
ΔE to the lowest compared entry with this formula, charge and spin = 65.4 kcal per mole

The geometry in XYZ format:
```
12
Properties=species:S:1:pos:R:3:forces:R:3:mulliken_charge:R:1
C -1.24120 0.88426 -0.06890 0.040 -0.044 -0.223 -1.227
C -0.58315 -0.44052 0.22968 0.276 0.305 0.422 0.318
N -0.00188 -1.46688 -0.61335 1.553 -0.672 0.610 -0.548
C 0.86996 -0.68889 0.34153 -0.130 0.540 1.403 -0.202
C 1.75568 0.36792 -0.13832 0.610 0.513 -0.045 0.112
N 2.47500 1.23969 -0.39651 -0.805 -0.965 0.110 -0.416
H -0.85175 1.37495 -0.96154 0.046 -0.040 0.067 0.366
H -2.32031 0.73874 -0.18355 0.190 0.007 -0.102 0.348
H -1.09595 1.54545 0.79681 0.034 -0.147 -0.235 0.296
H -1.05647 -0.94009 1.07815 -0.284 -0.077 -0.442 0.258
H 0.78817 -1.36507 -1.25124 -1.720 0.565 -1.991 0.333
H 1.26189 -1.24956 1.16725 0.190 0.017 0.426 0.362
```
Forces are in eV/Å.



No. 2
15 unconnected molecules or ions with the total composition H30O15 at a distorted geometry, computed with ωB97M-V with the def2-TZVPD basis set.

Values from the calculation:
Total charge = 0
ΔE to the lowest compared entry with this formula, charge and spin = 177.3 kcal per mole

The geometry in XYZ format:
```
45
Properties=species:S:1:pos:R:3:forces:R:3:mulliken_charge:R:1
H -0.19139 -0.83435 -1.34184 1.216 -1.982 -0.146 0.355
H -0.30560 0.54085 -0.80198 -1.017 -0.594 -1.400 0.395
H -1.53069 0.41487 1.72861 0.347 0.480 0.372 0.304
H -0.15691 0.70155 2.51406 -1.551 0.352 -0.091 0.385
H -2.50728 -1.21182 3.96857 0.886 -1.405 -0.095 0.348
H -1.31500 -1.25221 3.18245 1.894 1.747 -1.446 0.366
H 1.93527 -2.86158 -1.39948 0.818 0.153 -1.983 0.300
H 1.49919 -2.40893 -0.05552 -0.540 -0.740 0.065 0.305
H 0.65905 -0.90459 1.11356 0.218 0.613 0.868 0.268
H -0.64990 -1.83144 1.37280 1.642 0.102 -0.568 0.233
H -1.88229 2.19881 0.54761 0.013 1.148 -1.375 0.360
H -2.69816 3.22409 -0.17495 -0.311 0.165 -0.298 0.279
H 1.01289 2.98218 -2.40257 -0.262 0.010 0.184 0.343
H 1.43335 4.22996 -1.71503 -1.046 -0.637 0.212 0.286
H 4.50459 -0.43248 1.39239 -0.154 0.045 -0.073 0.302
H 3.67590 0.80710 0.86982 0.963 -0.747 0.132 0.215
H -2.04636 -0.90449 0.84696 0.284 2.714 1.354 0.343
H -1.66014 -1.85432 -0.15004 -1.198 -0.208 0.381 0.385
H 0.19098 -1.21437 -4.01528 0.385 0.595 -0.386 0.298
H -0.38822 -2.29363 -3.20073 2.031 0.460 0.002 0.334
H -3.50671 -0.08793 -0.75002 0.474 0.867 0.772 0.183
H -2.20896 0.45216 -0.33298 1.319 0.114 -0.914 -0.081
H 2.96497 2.31618 2.87482 -1.459 0.342 -0.444 0.303
H 1.67520 2.74179 2.04768 -0.420 1.539 -2.320 0.323
H -4.46638 -0.78655 -1.89776 -1.572 0.270 -0.563 0.378
H -5.04002 -0.61484 -0.62528 -0.118 -0.352 3.771 0.393
H 1.62740 0.99721 -1.71925 1.504 1.834 0.784 0.301
H 2.38400 1.99748 -0.69236 -0.017 -0.040 1.754 0.260
H 4.55521 -1.32419 -0.90067 0.028 -0.878 1.306 0.341
H 3.32241 -2.02777 -0.32435 2.997 -0.092 0.857 0.338
O -0.74697 -0.09583 -1.44594 0.235 2.946 1.219 -0.676
O -1.14768 0.83224 2.51712 1.268 -0.334 -0.166 -0.662
O -1.77977 -1.84601 3.70188 -2.784 -0.308 1.858 -0.608
O 1.47705 -3.17201 -0.65134 -0.181 -0.197 1.117 -0.583
O 0.14865 -1.63540 0.79497 -1.256 -0.351 0.851 -0.691
O -1.89791 2.71567 -0.30954 0.964 -0.213 1.935 -0.554
O 0.73176 3.53309 -1.66773 -0.292 2.931 -0.421 -0.580
O 4.17157 -0.00694 0.59575 -1.407 4.465 1.340 -0.469
O -2.39754 -1.65540 0.47861 -0.051 -3.975 -1.920 -0.620
O 0.50222 -1.83585 -3.35693 -2.301 -1.166 0.384 -0.624
O -3.11826 0.63888 -0.22795 -2.316 -0.360 0.081 -0.491
O 1.97787 2.33189 2.80897 1.760 -1.914 2.652 -0.621
O -5.31885 -0.49023 -1.48243 0.931 -0.430 -3.504 -0.599
O 2.17943 1.84010 -1.58380 0.250 -4.127 -2.686 -0.621
O 4.33203 -1.91291 -0.13089 -2.174 -2.840 -3.456 -0.742
```
Forces are in eV/Å.



No. 3
A molecular structure, C53H37Cl6FN4SiTi at a distorted geometry, computed with ωB97M-V with the def2-TZVPD basis set.

Values from the calculation:
Total charge = -2
⟨S²⟩ = 2.063
Multiplicity = 3

The geometry in XYZ format:
```
103
Properties=species:S:1:pos:R:3:forces:R:3:mulliken_spin:R:1
Ti 0.86973 -0.14395 -0.72934 -0.608 -0.121 -0.163 0.064
Cl -8.58287 -5.56435 -0.81674 -0.076 -0.084 0.042 -0.001
C -7.20311 -4.49709 -0.91512 0.091 0.082 0.029 -0.010
C -6.03852 -4.94196 -1.52169 -0.038 -0.026 0.045 0.007
C -4.97617 -4.06921 -1.65804 0.012 0.186 0.016 -0.002
C -5.04658 -2.74506 -1.19499 -0.196 -0.316 0.167 -0.009
C -6.20998 -2.35883 -0.52369 0.082 0.101 -0.012 0.009
C -7.29013 -3.21853 -0.39512 -0.008 -0.149 -0.013 0.009
C -3.95167 -1.81449 -1.48159 0.510 -0.296 -0.507 -0.113
C -2.74993 -2.24169 -1.93911 0.024 0.766 0.248 0.087
C -1.50032 -1.67868 -2.31115 -0.253 0.388 0.319 0.042
C -0.83411 -1.35374 -0.99370 0.511 0.284 0.221 -0.023
C -0.84612 -2.77164 -0.71679 0.207 0.052 0.354 0.058
C -0.15524 -3.43233 0.25262 -0.245 0.185 -0.431 -0.041
C -0.10195 -4.88841 0.35586 0.008 -0.311 0.041 -0.026
C 0.97013 -5.55023 0.97371 -0.128 0.144 -0.080 0.018
C 1.04466 -6.93182 1.01310 -0.001 -0.121 0.012 0.005
C 0.04193 -7.68595 0.42964 0.028 0.137 -0.021 -0.003
Cl 0.14813 -9.43213 0.45009 -0.015 -0.079 0.029 0.000
C -1.03747 -7.07013 -0.18093 -0.010 -0.068 -0.001 0.002
C -1.10742 -5.68919 -0.20945 0.013 0.113 0.105 0.001
C 0.59182 -2.55592 1.15788 0.022 -0.109 0.415 0.230
N 0.96651 -1.27529 0.80642 0.054 -0.737 0.412 0.016
C 1.49861 -0.63696 1.90213 0.121 0.186 0.450 -0.116
C 1.75104 0.76727 1.89075 -0.306 -0.429 -0.006 0.162
C 2.60056 1.30996 2.94280 0.221 0.024 0.194 0.057
C 3.75865 0.61048 3.33295 -0.089 0.033 -0.148 0.111
C 4.58659 1.06521 4.34067 0.080 0.059 0.115 -0.045
C 4.27857 2.24687 4.99572 -0.147 -0.077 -0.116 0.083
Cl 5.32103 2.83411 6.26752 0.074 0.038 0.066 0.006
C 3.13446 2.95474 4.66299 0.079 0.013 0.067 -0.044
C 2.30965 2.48762 3.65726 -0.085 -0.178 -0.056 0.092
C 0.98684 1.64986 1.02290 0.296 0.924 0.049 0.158
C 1.07350 3.05026 0.98635 0.265 -0.478 0.007 0.043
C -0.09376 3.52203 0.40614 -0.457 -0.196 -0.218 0.130
C -0.89476 2.41597 0.02895 0.416 0.327 0.530 0.020
N -0.16367 1.25378 0.32408 -0.913 0.728 0.075 0.055
C -2.27898 2.57317 -0.39927 -0.203 -0.096 -0.252 0.192
C -3.23646 1.61426 -0.82189 -0.115 0.122 -0.186 -0.092
C -4.62223 1.82062 -1.16106 0.042 0.130 0.150 0.177
C -5.14271 0.57268 -1.46170 -0.016 -0.187 -0.138 -0.025
C -4.06373 -0.35198 -1.33642 -0.113 0.334 0.063 0.240
N -2.95284 0.30950 -0.97581 0.242 -0.263 0.101 0.083
C -2.84966 3.93241 -0.18633 0.113 0.061 0.043 0.101
C -3.76915 4.12408 0.84932 0.114 0.004 -0.005 0.025
C -4.27493 5.37692 1.15436 0.014 0.078 -0.033 -0.005
C -3.86671 6.46562 0.40055 -0.001 -0.157 0.013 0.013
Cl -4.44848 8.06271 0.81219 -0.059 0.082 -0.017 0.001
C -2.99906 6.30765 -0.66423 0.011 0.107 -0.043 -0.003
C -2.50085 5.04519 -0.95284 -0.088 -0.133 0.009 0.056
C 1.50241 -1.54855 2.97180 0.156 0.033 -0.043 0.215
C 0.93250 -2.73714 2.50299 -0.072 -0.034 -0.241 -0.078
N -1.61116 -3.16035 -1.91022 -0.234 -1.054 -0.137 -0.006
H -5.97751 -5.95458 -1.89779 0.001 0.004 -0.010 0.000
H -4.07129 -4.39335 -2.15800 -0.021 -0.006 -0.054 0.001
H -6.26964 -1.36451 -0.10144 0.021 0.029 -0.060 -0.013
H -8.19711 -2.90481 0.10430 0.010 0.035 0.003 0.001
H -1.19543 -1.40253 -3.31153 0.053 -0.048 -0.015 0.003
H -1.44165 -0.72372 -0.34530 -0.101 -0.098 0.014 0.009
H 1.76547 -4.96257 1.41001 0.036 0.000 -0.002 -0.003
H 1.88311 -7.42596 1.48690 0.006 0.013 -0.011 0.000
H -1.82168 -7.66931 -0.62523 0.007 0.003 -0.004 0.000
H -1.95622 -5.21042 -0.67771 0.011 -0.016 -0.018 0.000
H 4.01022 -0.30243 2.80974 0.007 0.013 0.001 0.002
H 5.47615 0.51398 4.61671 0.005 0.001 -0.034 -0.002
H 2.88462 3.86047 5.20053 -0.008 -0.015 0.010 -0.001
H 1.38779 3.01044 3.45113 0.014 0.070 -0.071 0.006
H 1.89078 3.64519 1.35705 -0.030 -0.001 0.143 -0.007
H -0.35063 4.55867 0.28068 -0.053 0.058 0.022 0.016
H -5.14990 2.76337 -1.16788 -0.045 -0.023 -0.009 0.015
H -6.15374 0.35603 -1.77834 -0.008 -0.004 0.022 0.001
H -4.06553 3.26309 1.43452 0.001 0.008 0.018 -0.001
H -4.96097 5.51381 1.97979 -0.007 0.008 -0.008 0.000
H -2.71442 7.16631 -1.25875 0.008 -0.004 0.010 0.000
H -1.82958 4.91414 -1.79268 0.068 0.000 0.039 0.001
H 1.82123 -1.33681 3.98011 0.019 0.016 -0.009 0.009
H 0.71858 -3.61515 3.09244 0.009 -0.037 -0.035 0.003
Cl 0.87386 0.10094 -4.98508 -0.043 0.066 -0.050 0.000
C 0.05459 1.50605 -4.30502 0.129 -0.329 0.088 -0.001
Cl 0.20863 1.65016 -2.53000 -0.250 0.688 -0.719 0.001
H -1.00451 1.42822 -4.52021 -0.020 -0.001 0.061 0.000
H 0.49131 2.39626 -4.74006 0.003 0.052 0.087 0.000
C 4.02130 0.32199 -2.84737 -0.257 -0.128 0.189 0.008
Si 3.48081 0.37989 -0.98061 1.112 -0.329 -0.399 0.014
C 4.37381 -1.17720 -0.24983 -0.127 0.173 -0.133 -0.001
C 4.70611 1.81140 -0.52715 -0.428 -0.045 0.118 0.000
C 6.07674 1.59308 -0.37125 0.004 -0.041 0.050 0.000
C 6.97665 2.64422 -0.26063 0.022 0.017 0.010 0.000
C 6.52218 3.95655 -0.29515 0.037 -0.004 0.018 0.000
C 5.16218 4.19968 -0.42087 0.016 0.078 0.000 0.004
C 4.27211 3.13891 -0.53371 -0.025 0.027 -0.025 0.005
H 5.11071 0.25812 -2.93419 0.018 0.015 0.088 0.000
H 3.70250 1.22230 -3.38278 -0.027 0.000 0.021 0.000
H 3.58194 -0.54250 -3.35046 -0.044 0.029 0.010 0.000
H 5.26722 -1.44756 -0.82242 0.016 0.015 -0.006 0.000
H 3.69558 -2.03439 -0.26419 0.007 0.001 0.006 -0.001
H 4.67698 -1.00909 0.78756 -0.043 -0.005 0.003 0.001
H 6.45139 0.57478 -0.34695 0.011 0.005 -0.016 0.000
H 8.03717 2.44049 -0.15466 -0.005 0.004 0.010 0.000
H 7.22299 4.78104 -0.22487 -0.008 -0.005 0.034 0.000
H 4.79755 5.22160 -0.43378 -0.020 -0.017 -0.007 0.000
H 3.21028 3.34365 -0.63643 0.037 0.002 -0.018 -0.004
F 1.38065 -1.08529 -2.19372 0.550 -0.301 -0.884 0.006
```
Forces are in eV/Å.



Calculated total energy in eV, matching the order above: -7222.753, -31193.975, -170366.432